(1)
A structure of composition C30H25BN12O5STi. Source: the Open Molecules 2025 dataset; level of theory: ωB97M-V/def2-TZVPD.

Element x y z (Å)
C: -0.089 3.682 1.853
C: -0.972 -2.361 2.021
O: 5.372 -2.795 -3.823
H: 4.827 -2.762 1.785
H: -3.006 2.644 4.092
C: 2.361 -0.474 1.613
H: -5.439 2.295 5.201
H: -0.077 1.563 -2.373
N: 1.678 -0.920 0.566
H: -6.636 0.418 3.581
H: 1.093 2.034 -1.366
C: 2.087 -2.053 -0.056
H: -1.025 -3.831 -3.910
B: -2.616 0.902 1.688
C: 1.261 -2.550 -1.131
Ti: -0.226 -0.172 -0.173
N: -2.180 0.514 -0.775
H: -5.120 1.293 0.269
C: -0.710 -2.415 -2.334
C: -3.824 2.039 3.741
H: -2.331 0.375 -2.866
H: -0.325 -3.108 1.588
N: -1.217 -1.221 1.363
N: -3.079 0.808 0.203
H: 1.689 -1.498 -5.336
N: 4.685 -4.831 0.009
C: 3.227 -1.384 -3.856
H: -1.660 -1.913 -2.471
N: 0.076 -1.926 -1.382
N: -4.874 0.515 2.490
C: -1.655 -2.369 3.227
H: -4.946 1.049 -2.454
N: 0.661 1.205 -1.769
H: -1.675 -3.148 3.968
C: 3.689 -0.726 -2.729
C: 3.550 -3.973 -0.391
N: -2.051 -0.484 2.135
C: -2.843 0.574 -1.936
H: 1.185 -4.958 -3.498
C: 1.189 -0.115 -3.764
O: 5.029 -4.785 1.179
C: -1.361 3.208 2.118
O: 5.142 -5.568 -0.824
C: 0.844 -4.127 -2.897
C: 2.001 -1.029 -4.411
C: 0.557 2.612 1.251
C: 3.938 -2.258 1.442
H: 4.057 -0.695 2.899
C: -0.356 -3.501 -3.128
C: -4.274 1.056 -0.350
H: 0.213 0.135 -4.171
C: 1.660 -3.674 -1.842
H: -2.205 3.719 2.545
H: 1.977 0.413 2.100
O: 3.218 -3.887 -4.153
N: -1.444 1.934 1.712
N: -0.267 1.563 1.153
C: 2.860 -4.363 -1.477
C: -4.168 0.918 -1.723
H: 4.678 -0.971 -2.359
H: 0.302 4.661 2.069
O: 4.151 -2.550 -5.959
C: 1.618 0.456 -2.573
S: 4.121 -2.790 -4.541
H: -3.002 -0.750 3.991
N: -3.736 1.251 2.633
C: -5.049 1.831 4.312
C: 3.511 -1.107 2.063
H: 3.184 -5.210 -2.063
H: 1.569 2.550 0.881
C: 3.202 -2.795 0.367
H: 3.237 0.699 -1.182
C: -5.660 0.867 3.487
C: 2.886 0.205 -2.083
C: -2.328 -1.159 3.256

The net charge is +1. The HOMO energy (spin up / spin down) is -10.57 / -10.57 eV. The HOMO-LUMO gap (spin up / spin down) is 5.963 / 6.161 eV. Its multiplicity is 2. The calculation puts the energy above the lowest of the compared OMol25 structures with the same formula, charge and spin at 6.7 kcal/mol. The calculation puts the calculated total energy at -3463.9463 Eh. The calculation puts the lowest unoccupied orbital energy (spin up / spin down) at -4.60 / -4.40 eV.

***

(2)
A structure of composition C30H25BrN3ReSi. Source: the Open Molecules 2025 dataset; level of theory: ωB97M-V/def2-TZVPD.

Element x y z (Å)
C: 2.522 -3.334 3.290
C: 2.086 -2.080 2.903
C: 3.061 2.907 3.587
C: -0.853 -4.812 -0.118
Br: 2.549 0.234 -0.374
C: 0.798 -1.633 3.240
H: 3.652 3.115 -0.857
H: -2.436 1.796 0.314
C: 1.082 1.532 3.351
H: -1.040 -2.165 4.257
H: 2.810 4.737 4.683
C: 2.448 1.759 3.119
H: 2.024 -5.139 4.342
H: -0.799 5.853 -0.712
C: -3.281 -4.157 0.023
C: -4.207 0.584 0.222
H: 0.406 4.369 5.107
C: -1.479 -2.523 0.105
C: 0.463 -4.411 -0.159
H: 4.120 3.061 3.429
N: 0.600 1.973 0.062
N: -1.947 -0.208 0.264
H: -5.260 -3.400 0.080
H: -1.058 3.117 0.559
C: -0.174 5.660 0.162
C: 1.887 2.030 -0.308
H: -5.760 -0.887 0.146
C: -0.036 3.156 0.214
C: -2.439 -1.492 0.191
H: -1.260 0.185 3.148
C: 2.322 3.851 4.297
C: 0.772 -3.058 -0.057
C: -2.836 0.797 0.266
H: -0.249 -4.386 4.939
C: 0.352 2.497 4.060
H: 3.057 1.009 2.624
C: 0.972 3.644 4.538
H: 0.507 6.500 0.276
Re: 0.107 -0.080 0.305
C: 1.675 -4.167 4.018
C: 2.611 3.152 -0.568
H: -3.588 -5.194 -0.034
H: 3.526 -3.661 3.054
C: -0.047 -2.488 3.965
C: -4.693 -0.706 0.178
H: 2.779 -1.424 2.384
H: -0.701 2.344 4.272
C: 0.582 4.375 -0.016
H: 2.435 5.286 -0.609
H: 1.264 -5.127 -0.272
Si: 0.174 0.037 2.828
C: -4.203 -3.169 0.089
H: 1.800 -2.723 -0.075
H: -1.108 -5.863 -0.196
C: 1.918 4.353 -0.417
N: -0.169 -2.116 0.086
C: -1.877 -3.850 0.011
C: -3.797 -1.793 0.159
C: 0.398 -3.743 4.357
H: -4.874 1.434 0.225
H: -0.821 5.619 1.037

The net charge is +3. The HOMO energy (spin up / spin down) is -17.11 / -17.11 eV. The HOMO-LUMO gap (spin up / spin down) is 5.393 / 5.721 eV. Its multiplicity is 2. The calculation puts the energy above the lowest of the compared OMol25 structures with the same formula, charge and spin at 18.9 kcal/mol. The calculation puts the calculated total energy at -4263.2893 Eh. The calculation puts the lowest unoccupied orbital energy (spin up / spin down) at -11.71 / -11.39 eV.

***

(3)
A structure of composition C30H25BrN6O3S3Ti. Source: the Open Molecules 2025 dataset; level of theory: ωB97M-V/def2-TZVPD.

Element x y z (Å)
C: 2.673 -0.085 -2.107
C: -0.204 -0.229 3.292
N: -3.922 3.098 -2.992
H: 0.783 -0.660 3.483
H: 2.425 1.258 -5.666
H: -3.612 -2.547 -0.962
C: -0.020 -2.029 -2.039
C: 2.378 2.802 3.413
H: -1.075 -2.558 3.250
N: -0.735 1.606 -3.188
H: 4.528 0.176 -4.931
H: -0.141 0.823 3.564
C: -1.490 -1.446 1.459
C: 0.138 3.968 3.603
H: -3.839 3.576 -3.880
C: 0.227 1.611 -4.087
H: -2.543 -4.433 2.754
C: -0.528 5.063 5.645
C: -2.187 -1.471 0.210
C: -0.799 4.677 4.338
C: 0.265 -6.254 -2.656
C: -3.074 -2.562 -0.022
C: 2.535 0.876 -4.658
H: 0.788 -3.878 -0.282
Br: -0.651 -6.179 -5.346
H: 4.685 -0.663 -2.536
O: 0.441 -1.559 -0.960
S: -2.405 2.288 -0.948
H: 0.324 -7.321 -2.826
C: -2.471 -3.606 2.058
C: 1.356 2.247 0.869
H: -0.617 -3.383 -4.266
C: 1.449 1.009 -3.758
N: -0.022 0.439 0.965
H: -4.282 3.686 -2.257
H: 2.681 -0.467 -1.092
N: 1.522 0.471 -2.491
C: -0.564 -0.355 1.829
H: -0.079 3.676 2.585
C: -1.645 -2.532 2.331
H: 2.583 3.763 5.926
C: 3.693 0.281 -4.247
C: -3.203 -3.598 0.869
S: 2.610 3.261 1.671
H: 2.067 1.755 3.406
C: 1.629 4.020 5.478
C: -0.267 -4.048 -3.488
C: 1.367 3.622 4.171
C: 3.783 -0.201 -2.915
C: 0.535 -4.334 -1.229
H: -0.938 -0.716 3.925
S: 0.913 2.751 -0.674
H: -1.748 4.929 3.881
C: -2.698 2.511 -2.623
H: 0.045 2.019 -5.077
H: 0.945 -6.350 -0.627
O: -0.583 -1.325 -2.897
H: -1.264 5.620 6.213
H: 3.353 2.870 3.899
C: -0.169 -5.414 -3.666
C: 0.096 -3.511 -2.260
C: 0.614 -5.703 -1.429
C: 0.692 4.735 6.214
H: -3.867 -4.426 0.636
H: 0.920 5.036 7.230
N: 0.946 1.245 1.567
N: -1.908 2.203 -3.599
O: -2.054 -0.583 -0.698
Ti: -0.385 0.453 -1.352

The net charge is -2. The HOMO energy (spin up / spin down) is 0.30 / -1.39 eV. The HOMO-LUMO gap (spin up / spin down) is 3.501 / 5.195 eV. Its multiplicity is 3. The calculation puts the energy above the lowest of the compared OMol25 structures with the same formula, charge and spin at 0.9 kcal/mol. The calculation puts the calculated total energy at -6330.7253 Eh. The calculation puts the lowest unoccupied orbital energy (spin up / spin down) at 3.80 / 3.80 eV.